This record from the OMol25 dataset describes a structure of composition C84H172F21N12O15S7 at a distorted geometry. The level of theory is ωB97M-V/def2-TZVPD.

Properties
Orbital gap   9.713 eV
E_HOMO   -16.8 eV
Total energy   -271359.7266 eV
LUMO   -0.259 Ha

Geometry as ORCA input:
```
! RIJCOSX wB97M-V def2-TZVPD def2/J DEFGRID3
* xyz 5 1
H 4.1191 4.0755 2.3660
H -4.3050 -5.8793 -0.7162
H 5.7237 0.4801 6.8554
H -2.8993 -10.0270 3.7400
O -1.7698 -2.5083 -5.4082
H 4.1051 2.1945 10.9578
C 0.2679 -1.9913 -0.7536
S 7.5116 1.2573 0.6544
F 2.7097 -1.1612 -6.3165
C 5.4513 4.0481 -8.2340
C 0.1171 -8.6368 -1.7894
H 7.4911 3.8141 -7.4339
C 4.0718 6.3872 -0.0825
H -3.0449 7.6378 0.1330
H 4.8924 1.3049 -7.3975
H 5.5524 4.8626 0.5206
C 5.0695 -4.8214 1.2834
N 2.7846 6.6929 0.7882
H -1.6515 -3.4717 6.2347
H 3.5204 -0.1600 11.1186
H 5.2755 5.0582 -7.8585
H -7.3625 -1.0232 -7.3851
C 6.1617 -2.5190 -0.8538
H -2.2817 -2.1889 4.0155
H 3.8494 1.4181 4.0462
O -0.0875 0.3798 -4.2191
H -0.4301 -7.7602 0.0563
H -1.8108 -8.3706 -0.9482
F -3.3985 -2.2743 -8.0099
H 0.2011 -0.4329 1.6505
H -9.4748 4.6527 1.7226
S -4.8858 1.3705 1.7992
C 4.9308 5.6360 0.9390
H 1.9594 -9.8714 -2.0371
C 8.6823 1.2703 -0.7780
H -7.9909 -3.9520 -4.4943
H -3.2824 -9.6427 1.3584
C 6.1508 -4.7544 0.2082
H 6.4680 2.0707 -5.6435
C 3.0906 7.9088 1.6701
F 8.6147 2.4317 -1.4740
H 4.3646 -1.4600 6.5326
F -1.4831 4.2361 4.1836
H -5.7093 2.9194 -4.0486
H -1.5062 1.9474 -0.6628
C -3.2118 -2.6852 4.3746
C -0.8012 -8.5023 -0.6291
H -5.7487 0.7774 6.9701
C 4.6974 2.6399 -1.9607
S 0.4430 -2.9932 3.2781
C -0.1961 0.4655 1.1580
C -4.0873 -4.7559 5.3798
H -1.2696 4.8739 -3.0609
C -7.0080 -1.9638 -6.9798
H -2.2181 -4.5732 4.0941
H 2.8386 6.8207 -4.1815
O 7.2657 -0.1710 0.9441
N -0.6807 -9.8049 0.0806
H 2.5553 5.2224 -3.5168
C -5.4753 -4.2180 -1.6215
H -0.3199 -9.0815 1.9832
F 2.7727 -0.0367 -4.3672
C 3.9233 -0.5085 6.1913
H -4.7155 -4.9638 -3.3669
N -3.4209 1.9185 1.9400
H 5.5006 -2.0092 1.3862
F -5.4082 -1.0520 0.9113
H 2.9830 1.7598 -8.9151
H 4.8312 2.7612 8.7467
H -6.4739 -5.0346 -3.3503
C -2.1424 3.1852 3.8868
H -1.7011 -0.8872 -0.7521
H -8.2101 7.2549 0.4928
H 5.9815 -0.7592 -2.8027
F 5.5439 2.2828 -2.9217
H 3.7236 4.0464 -5.3701
H 1.4171 2.4598 -0.8498
H 3.8156 -1.6957 4.5456
H -7.5638 3.2031 -2.4246
C 8.1739 -3.3555 0.3573
H -1.7241 3.6259 -2.0054
C 6.1890 -2.7834 1.6588
H 2.8273 -0.4983 6.2697
H 1.0033 -11.1523 0.0430
H 2.7775 2.1660 8.0252
H -7.1187 5.5337 1.5857
H 1.2760 4.6066 -5.5216
H 5.5084 4.0694 -9.3495
H -2.3060 8.5236 1.4410
H -8.8779 -2.2951 -6.0645
O -5.7538 2.0584 0.9164
H 3.9274 0.4290 2.8216
H 2.4099 -1.7463 -1.2919
O 8.1569 1.9822 1.6501
C -6.6964 3.7942 -2.1912
H 3.7026 5.7747 -0.9209
H 6.3402 -3.7840 -2.6906
C 2.6308 5.4975 1.6701
C 4.5100 0.0006 10.7201
H 2.4629 0.2715 3.9397
H 4.7876 -3.6519 3.1056
S -1.7216 -1.2148 -6.0712
H -3.5985 -8.4514 3.5622
O -3.9760 4.3189 2.3688
H -4.9513 4.2247 -3.3731
N -7.8496 5.3534 -0.4644
C 4.8885 1.5321 10.5675
C -3.8853 -1.0198 6.1407
H 0.2256 -7.6631 -2.2718
H 7.0151 -5.4166 0.4015
H 2.6336 1.1727 9.5356
H -9.2652 3.9554 -1.1888
H -7.8935 5.5841 -2.5592
H -4.8366 -2.4424 -3.5363
H -6.4216 -2.4299 -7.7671
H 0.1435 3.3527 0.0776
H -0.0304 -2.5121 0.1499
H 4.8682 -5.8425 1.5931
H -0.5515 1.3588 -2.0320
C -4.1830 -0.6703 7.6283
H -10.9046 4.2777 0.5869
C -1.5154 -10.9278 -0.5312
H -5.0051 -3.7313 -6.8511
F 9.9322 1.0380 -0.4238
H -1.0472 6.8635 -0.7943
H -5.5523 -5.3223 0.2734
H 1.1706 6.5044 -3.8226
N -0.0337 0.3440 -0.3251
H 5.2436 -0.7982 4.4927
C -2.2937 -1.5986 -7.9134
C -8.1012 -2.9391 -6.5213
C 2.8437 1.1265 8.4678
H 8.5654 -3.8416 -0.5495
H 8.5379 -2.3563 0.4392
H 3.0755 3.2461 -9.7898
C -3.2627 -4.2020 4.1581
H 6.3615 -1.4757 -0.6670
N 4.2873 0.7221 8.3338
C 0.2941 6.9979 0.8002
H -3.0661 -0.4001 5.8411
F 4.8573 3.9927 -1.6606
H 3.1908 8.7149 0.9467
H -2.4295 -10.9536 0.0127
H -4.1741 1.4471 7.2116
S -2.8682 3.3813 2.2224
H 1.8326 8.0982 -0.3464
C -5.7683 -3.0578 -3.6559
C 5.7921 -1.7979 -3.1120
O -5.4817 1.0614 3.0541
H 5.0555 -2.6664 -0.8223
H -4.9854 -5.2984 5.1053
H -4.0423 -3.1406 -5.5094
C -5.9406 3.8319 -3.4791
H 1.9036 5.7557 2.3959
C 0.8386 -10.0816 -0.0403
N -0.3165 -0.6359 -6.5267
H -6.8613 -1.0472 -5.0825
H 0.6276 3.2950 -2.9378
H -8.4545 -3.5265 -7.3448
O 1.6254 -2.1405 3.1113
F 1.2631 -5.1736 4.5760
C 4.6615 0.5831 6.9129
C 0.3027 3.7476 -1.9848
F -3.2755 -0.7996 1.2764
C 6.5296 3.2841 -7.5023
H 2.0629 -1.5816 0.4472
N 6.6617 -3.3302 0.3061
C 3.3570 4.8362 -5.9771
C 2.0977 6.0253 -4.1316
C -2.1698 -2.5865 6.6092
S 0.4968 0.2486 -5.5503
C 3.6301 2.5841 -9.1170
H 2.8266 4.7937 -8.1055
H 1.5076 6.4151 -0.8880
H 4.1587 -4.3592 0.9005
C 3.0659 4.1299 -7.3439
H 2.1771 0.4831 7.9102
C -6.2448 -1.7132 -5.7011
H 0.4442 1.2257 1.5764
C 3.5516 0.3911 3.8332
F 3.4573 2.5459 -2.4616
N 6.2782 2.1595 0.0388
F 2.4544 -4.8377 2.8054
H -6.0157 6.0315 0.2800
C 4.5857 -0.4046 9.2702
H -1.8351 -8.5725 3.9702
C -8.6735 6.6138 -0.2374
H 4.0207 7.8306 2.1642
C -10.0607 6.1669 0.1600
H 5.6081 -0.7316 8.9601
C 5.8644 2.8140 -6.2256
H -3.3914 -5.3816 5.9292
H -10.4949 6.8674 0.7646
C -4.5004 -3.5079 6.1704
H 1.2150 -9.6546 0.8683
H -0.5628 -0.5561 -2.0605
F -2.4051 -0.4271 -8.4786
H -6.3893 5.9595 -1.8355
H 0.4287 7.5414 1.7082
H -1.1866 5.2187 -1.3694
O -2.6765 -0.2565 -5.5810
C -8.8566 4.1992 -0.2439
C 1.4015 -9.2737 -1.2687
N -6.1278 -3.0705 -5.1320
H -5.2331 -1.2644 -5.7582
N -3.4890 -2.4074 5.8369
H 4.6024 7.2763 -0.3732
C -2.6949 -9.0026 3.3374
F -1.2360 2.1818 3.9156
H -6.5587 -2.4952 -3.1321
H 8.4683 -3.9561 1.2285
H 3.8447 -1.1675 9.0268
C -1.0363 4.4487 -2.1154
F 0.5138 -5.7130 2.5697
O -0.5284 -3.0054 2.2337
H 1.6434 0.5297 -1.6476
C -0.6370 -0.8348 -1.0197
C 4.5919 2.1927 -6.8332
C 4.0215 5.1264 2.1159
C 4.1982 -0.6486 4.6864
H -4.0684 -2.2278 3.8587
C 5.5760 -3.9588 2.4268
H 5.6912 6.3404 1.2267
H 6.9680 -2.2647 2.1824
H 4.4153 5.6247 3.0026
H -3.3184 -0.7481 8.2707
H -0.9268 -11.8913 -0.5025
H -6.1286 3.1566 -1.4739
C -4.9496 -3.7156 -5.7800
C -7.4148 -3.8298 -5.4392
H -5.8934 -6.2830 -1.0777
H -7.2074 -4.8257 -5.8706
H -5.4610 -3.0986 5.9568
H 4.4796 2.2375 -9.7047
H 2.1909 3.5059 -7.1785
O 3.8088 2.2310 0.5235
H 2.3252 8.0024 2.4495
H 6.0128 -1.8562 -4.2085
H -2.2785 6.8166 1.5253
O 4.6093 0.3852 -0.8776
H -3.7763 -4.4577 3.1980
F -3.1402 2.9818 4.7029
C -5.6195 -4.3945 -3.1274
C 1.9703 5.4504 -5.5590
N 4.1568 3.2426 -7.8539
F -4.2742 0.2326 -0.3658
H -8.2118 3.4144 0.2358
H -8.5778 7.2252 -1.1775
H 3.7396 2.0064 -6.1923
H 5.6479 3.5995 -5.4747
F 8.3147 0.3521 -1.6786
C -2.4141 -9.0989 1.8151
H 4.5117 1.5168 6.4304
H -2.4136 -8.1312 1.3248
H -6.4029 4.2644 0.5828
F 1.6969 -2.0133 -4.6642
H 2.0927 -8.5115 -0.9121
H 1.9588 0.7760 0.1387
C -7.2190 5.2042 -1.8111
C 2.0210 -0.7944 -5.2269
F -1.2966 -2.3268 -8.4885
H 5.2211 -0.5738 11.3028
H 4.1266 5.6174 -6.0565
C -9.9266 4.7331 0.7483
H -6.4342 4.5070 -4.2101
S 4.8357 1.7025 -0.3691
H -1.6826 -10.6525 -1.5648
H 6.1794 1.6147 8.7927
H -5.1757 0.9361 8.6157
O -0.0977 -3.0250 4.6000
H -0.3319 -9.2108 -2.6519
H 0.1453 -2.7465 -1.5185
C -5.3039 -5.4607 -0.7553
H -0.5990 8.4810 -0.4910
C -4.8534 0.6740 7.6044
H 5.8214 -4.8093 -0.8299
C -2.1820 7.6302 0.8213
C 0.3721 2.7716 -0.8334
H -4.8663 -4.7627 -5.4530
H 7.6318 -2.6478 -2.5759
H -1.5516 -1.7048 6.4619
O -1.8222 3.7134 1.3044
H 0.0365 5.9708 0.9831
H 6.2719 -4.4314 3.0786
C -0.8870 7.5475 0.0126
C -1.0373 -9.7321 1.5283
H -4.6573 -3.4926 -1.3843
H 4.7408 -1.9787 -2.9140
H -6.3997 -3.7044 -1.2282
C -4.4025 -0.1538 0.9047
H 6.8455 2.4965 -8.1969
H -4.8418 -1.4287 7.9747
H 2.2547 4.6836 1.0661
H -10.7233 6.0128 -0.7061
C -0.5354 1.5789 -0.9785
H -1.2727 0.5261 1.3843
C 1.5476 7.0781 -0.0065
H -4.3709 -3.7316 7.2377
C -6.7841 5.3050 0.5683
C 1.6938 -1.3584 -0.5402
C 6.6091 -2.7920 -2.2886
O 1.0116 1.4602 -6.1121
H -2.3731 -2.6418 7.6731
H 1.6263 6.1823 -6.3107
H 1.0494 4.5391 -1.7687
H -0.8676 -10.7510 1.9344
H -4.7524 -0.8011 5.5504
H 5.8398 1.6779 11.0936
C 1.2190 -4.7809 3.3134
C 5.1289 1.7527 9.0410
C 1.4658 0.1642 -0.6301
*
```